DFT (ωB97M-V/def2-TZVPD) results for a molecular structure, C6H11N.

Properties
gap between HOMO and LUMO: 9.9 eV
highest occupied orbital energy: -8.8813 eV

Structure (XYZ):
```
18
C6H11N, DFT ωB97M-V/def2-TZVPD
C -0.17419 -1.84595 -0.67522
C 0.31904 -0.44480 -0.89965
C 1.04057 0.47145 0.06306
C 0.53718 0.06962 1.35334
C -0.85209 0.13458 1.04955
C -0.86991 0.51189 -0.51655
H -0.69390 -2.09956 -1.74178
H 0.74272 -2.25101 -0.63346
H -0.78079 -2.27006 0.26925
H 0.52103 -0.62059 -2.02252
H 2.09483 0.65145 0.13366
H 0.99953 -1.02623 1.14728
H 1.10190 0.30095 2.50899
H -1.22111 -0.78983 1.50802
H -1.21616 0.75855 1.65198
H -2.07039 0.58608 -0.92524
H 0.32576 1.82354 -1.42346
N 0.02756 1.65085 -0.38856
```

Atomic partial charges in e from the Mulliken method, atoms 1 to 8: C -1.52; C 0.26; C -0.28; C -0.18; C -1.39; C 0.05; H 0.31; H 0.52